Molecular formula: C3H7N3O2
Method: DFT, wB97M-V/def2-TZVPD

Positions of all 15 atoms, in Å:
1 C -1.01772 2.09825 0.04677
2 C 0.41300 1.61893 0.66450
3 C -0.21999 -1.00075 -1.23308
4 H -0.84341 2.25537 -1.16554
5 H -1.30555 3.17546 0.90800
6 H -1.67417 1.03669 0.42687
7 H 1.06879 -0.63128 1.36443
8 H -0.82742 -0.46301 -2.09489
9 H 0.34387 -2.12211 0.68324
10 H 1.22962 -3.48293 0.02087
11 N 0.30135 0.16136 0.59998
12 N 0.72607 -1.94799 -1.35767
13 N 1.12373 -2.38498 -0.08731
14 O 1.24151 2.27614 1.31279
15 O -0.55967 -0.58916 -0.08896

For the energy above the lowest of the compared OMol25 structures with the same formula, charge and spin, the calculation gives 231.34 kcal per mole. The value obtained for the lowest unoccupied orbital energy is 0.340 eV. Its charge is 0.